{
  "formula": "C4H8NO2",
  "method": "ωB97M-V/def2-TZVPD",
  "symbols": ["H", "H", "H", "H", "C", "C", "H", "H", "C", "O", "N", "H", "H", "C", "O"],
  "xyz": [[-2.008907, 1.243534, 0.201032], [-2.067665, -0.258466, -0.657047], [-1.796274, -0.302836, 1.126879], [1.279752, 2.031134, 0.352493], [0.819287, 1.199149, 0.832848], [0.499932, -0.993946, -0.388908], [1.667887, 0.552951, 1.138343], [1.174038, -2.527801, 0.659819], [-0.097733, 0.411307, -0.205590], [0.871246, -1.026557, -2.776206], [0.486066, -1.312236, -1.717765], [-0.027477, 0.959066, -1.047271], [0.232861, 1.504169, 1.751509], [-1.578183, 0.279016, 0.117503], [0.545171, -1.758482, 0.612361]],
  "atomic_forces_ev_per_a": [[-0.4, 0.9, 0.1], [-0.6, -0.4, -0.7], [0.6, 1.2, -2.0], [0.0, 0.8, -0.3], [-0.6, -1.6, 1.1], [0.0, 1.9, -2.6], [-0.5, 0.4, 0.2], [-0.7, 0.7, -0.5], [0.3, -1.3, 3.5], [0.5, -0.2, 0.5], [-0.6, 0.0, 1.3], [0.3, 1.3, -3.3], [0.7, -0.4, -1.1], [0.1, -1.7, 2.9], [0.8, -1.6, 1.2]],
  "de_lowest_kcal_mol": 125.8,
  "total_charge": 1,
  "smiles": "CC(C)C(O)=[N+]=O",
  "lumo_ha": [-0.2630, -0.2633]
}

{
  "formula": "C11H29BF4N2O11P3Se2Yb",
  "method": "ωB97M-V/def2-TZVPD",
  "symbols": ["O", "H", "N", "P", "H", "H", "H", "F", "H", "O", "H", "H", "O", "H", "H", "F", "H", "H", "H", "H", "H", "F", "C", "H", "C", "O", "C", "O", "B", "C", "O", "H", "F", "H", "Yb", "C", "Se", "H", "H", "H", "O", "P", "O", "C", "H", "H", "C", "H", "C", "H", "H", "C", "H", "C", "O", "N", "O", "O", "C", "H", "Se", "H", "P", "H"],
  "xyz": [[-1.658939, -1.743672, 2.226867], [4.346768, -3.361296, -0.428616], [-2.613220, -0.045102, 3.366479], [-0.566176, 3.202454, -0.055247], [2.157272, 4.380481, -2.378679], [-3.433444, 1.872575, 0.674857], [-4.913083, 1.224125, 0.068618], [1.964385, 1.780333, 4.834536], [-2.933793, 1.708275, -1.835453], [-3.416602, -2.099841, 3.591604], [4.178242, -2.707559, -2.037924], [1.632024, -2.212131, -2.964142], [1.516631, 0.712351, 0.067075], [0.735674, -3.777804, 0.298227], [-3.890293, -2.056445, 0.715998], [2.530921, 2.256463, 2.634987], [-0.067332, 0.547215, -2.189786], [-4.253144, 0.594937, 1.715593], [0.439868, -4.118959, -2.329128], [-2.558374, 0.237686, -2.742962], [-3.438172, -2.549103, -0.863914], [1.012916, 0.606392, 3.008782], [-2.585650, -1.391462, 3.068501], [2.081080, -1.007351, -1.728380], [-3.180209, 0.653946, -1.975198], [0.490778, 1.352218, -2.290739], [-3.949942, -1.763521, -0.356563], [-1.522832, 3.671414, -1.113674], [1.489163, 1.892167, 3.523910], [1.766026, -3.459008, 0.276121], [2.967349, 1.499819, -1.873983], [0.590050, 5.042120, -1.835513], [0.387481, 2.769681, 3.447221], [-4.219343, 0.605089, -2.327445], [-0.300168, -0.390353, 1.156200], [2.311843, -3.113264, -1.111872], [-0.286605, -1.661301, -1.456347], [-3.270736, 0.215595, 4.074884], [3.505823, -1.158984, 0.256242], [-2.120414, 1.549188, 2.299126], [4.030281, -1.287356, -0.567385], [1.546791, 1.604248, -1.133897], [1.039892, -4.869488, -2.221280], [1.587800, -1.967999, -1.935321], [2.264386, 3.338092, 0.910239], [-0.200438, 3.623504, 1.942318], [1.180969, 3.301685, -0.768953], [2.946524, -4.242596, -2.880612], [2.357824, -4.381816, -1.927793], [3.476887, 0.727103, -1.546241], [-1.071484, 1.184656, 3.549046], [1.153107, 4.105259, -2.066340], [0.603413, 3.562709, -2.812721], [3.789833, -2.590903, -0.999904], [-0.808152, 1.825267, 0.473446], [-1.697052, 0.776486, 2.840023], [-0.529233, 4.157033, 1.207100], [2.080981, 3.876190, 0.105344], [-4.020841, 0.957921, 0.652451], [2.352861, -4.288904, 0.587595], [2.004085, -2.106652, 1.618007], [-4.942042, -1.730556, -0.752513], [-2.993771, -0.163198, -0.314717], [2.921556, -5.168057, -1.368157]],
  "atomic_forces_ev_per_a": [[-0.3, 0.3, 0.3], [0.0, 0.4, 0.2], [-1.4, -1.2, 0.8], [-1.3, 0.8, -2.4], [0.2, -0.2, -0.1], [0.1, 0.2, 0.2], [-0.2, -0.2, 0.5], [-0.5, 0.0, -0.7], [0.2, 0.0, 0.0], [-0.9, -0.9, 0.5], [0.1, 0.5, 0.5], [0.1, -0.1, -1.2], [0.2, 0.1, -0.6], [-0.3, 0.0, -0.4], [-0.5, 0.0, -0.6], [-0.6, 0.4, 0.4], [0.1, -0.5, 0.2], [0.3, 0.5, -1.7], [0.0, 0.2, 0.2], [0.5, -0.4, -0.2], [0.8, -0.3, -0.6], [0.0, 0.3, 0.4], [1.2, -0.2, -0.9], [0.0, -0.6, -0.3], [-0.8, 0.1, 0.7], [0.3, -0.1, 0.1], [0.8, 0.8, 1.3], [0.6, 0.1, 0.9], [1.0, -0.8, -0.6], [-0.1, 0.3, -0.6], [0.0, -0.1, 0.4], [0.4, -0.6, -0.4], [0.1, 0.2, 0.1], [0.0, -0.1, 0.2], [0.8, 0.6, -0.5], [0.4, 1.9, -0.2], [-0.5, -0.2, -0.3], [0.0, 0.3, 0.2], [-0.1, -0.1, 0.2], [0.4, -0.5, 0.3], [0.1, 0.4, -0.3], [0.2, -1.2, -0.3], [0.7, -0.4, 0.0], [0.0, -0.2, 2.2], [-0.4, 0.1, -0.6], [0.2, 0.1, 0.6], [-0.7, -0.2, -0.4], [-0.6, 0.1, 0.6], [0.2, -0.5, -0.7], [-0.2, 0.2, 0.0], [-0.3, -0.2, -0.5], [-0.6, 1.4, 0.9], [-0.1, 0.0, -0.4], [0.1, -1.8, -1.0], [-0.1, -1.5, 0.8], [1.2, 2.4, -0.4], [0.0, 0.6, 0.2], [1.4, 0.4, 1.4], [-1.0, 0.1, 0.9], [0.5, -0.9, 0.4], [-0.3, 0.6, 0.9], [-0.9, 0.3, 0.0], [0.6, -1.0, -0.7], [-0.6, 0.3, -0.3]],
  "de_lowest_kcal_mol": 0.0,
  "multiplicity": 2,
  "total_charge": -2,
  "s2": 0.751,
  "lumo_ha": 0.1692
}

{
  "formula": "C18H26N4O3S2",
  "method": "ωB97M-V/def2-TZVPD",
  "symbols": ["C", "C", "H", "S", "H", "H", "H", "C", "H", "H", "H", "C", "O", "H", "N", "C", "C", "H", "H", "C", "N", "C", "H", "C", "H", "H", "C", "H", "C", "O", "H", "H", "H", "O", "H", "H", "C", "H", "H", "C", "C", "H", "C", "H", "N", "C", "C", "S", "H", "N", "H", "C", "H"],
  "xyz": [[1.559740, -1.578854, 0.414741], [-3.040798, 1.127948, 1.507338], [-3.053652, 3.762044, -0.127356], [-1.940974, -1.315117, 2.009113], [0.730738, 2.381557, -0.567646], [6.347839, 0.789903, 2.380124], [-3.089495, 2.922519, -2.459182], [-0.338607, -3.175694, 0.008329], [-0.962750, 3.852803, -1.607090], [-3.456837, -3.167117, -1.876738], [-0.433510, 1.815483, 1.517453], [-2.527638, 2.377617, -1.699664], [6.143158, 0.395886, -0.845044], [0.357918, -4.017979, 0.058741], [6.199825, 0.100525, 1.661137], [-0.700156, -2.888542, -1.453877], [2.842841, 0.359614, 1.141525], [-1.232426, -3.427381, 0.582145], [0.202688, -2.560909, -1.974479], [2.614013, -2.068350, -0.341919], [0.284002, -2.037332, 0.632086], [-1.786598, -1.823403, -1.613751], [-1.035453, -3.819644, -1.913487], [-0.303818, -1.125206, 1.463945], [4.635312, -1.628946, -0.927450], [-3.224764, -2.635317, -0.207797], [-1.053944, 2.771774, -1.735068], [-4.153104, 2.366509, -0.259174], [-3.177878, -2.324486, -1.247807], [-4.235097, 0.923965, 1.377018], [-3.909737, -1.533041, -1.387752], [-0.321950, 0.985169, -0.785317], [7.064668, -0.340133, 1.393032], [5.153473, 2.144774, 0.600621], [-1.791604, -1.490779, -2.654373], [-2.967702, 0.249339, 3.439496], [3.778403, -1.324473, -0.349518], [-0.909222, 3.431264, 0.948827], [-2.629059, 1.309520, -1.901589], [-3.111734, 2.684902, -0.323555], [-2.285794, 0.375411, 2.598552], [2.959257, 1.285785, 1.677292], [-0.311450, 2.062689, -0.607565], [-1.344170, 0.803412, 2.924541], [0.483408, -0.140137, 1.809745], [-0.972782, 2.355213, 0.741995], [3.868847, -0.141769, 0.374233], [5.400941, 0.758042, 0.327999], [-1.539351, -0.957584, -0.995544], [-2.370228, 1.982724, 0.710093], [2.532185, -2.986022, -0.903051], [1.666279, -0.377301, 1.163674], [-0.613240, 2.509145, -2.698002]],
  "atomic_forces_ev_per_a": [[0.5, 0.6, 0.2], [0.1, 0.0, 0.3], [0.0, 0.0, 0.0], [-0.4, -0.1, 0.2], [0.1, 0.0, 0.0], [0.0, 0.2, 0.1], [-0.1, 0.0, 0.0], [-0.1, -0.3, -0.5], [0.0, 0.1, 0.0], [-0.1, -0.1, -0.1], [-0.2, 0.1, 0.0], [0.1, 0.3, 0.1], [-0.2, -0.3, 0.1], [-0.1, 0.0, 0.1], [-0.4, 0.3, -0.6], [-0.1, 0.2, 0.2], [-0.2, 0.0, 0.0], [0.1, -0.1, 0.0], [0.0, -0.1, 0.0], [0.0, -0.1, 0.0], [0.0, 0.3, 0.3], [0.0, -0.2, 0.0], [0.1, -0.1, -0.1], [0.3, 0.4, 0.2], [0.0, -0.1, -0.1], [-0.1, 0.0, 0.1], [0.0, -0.3, -0.1], [0.2, 0.1, 0.0], [0.2, 0.1, -0.1], [-0.3, -0.3, 0.1], [-0.1, 0.0, 0.0], [0.0, -0.1, 0.0], [0.2, -0.1, -0.2], [-0.2, -0.2, 0.2], [0.0, 0.1, 0.0], [0.1, 0.1, -0.1], [0.0, -0.2, -0.2], [0.0, 0.0, 0.0], [-0.1, -0.1, 0.0], [-0.4, -0.2, -0.3], [0.0, -0.2, -0.2], [-0.1, 0.2, 0.1], [-0.1, 0.3, 0.1], [0.0, 0.0, 0.1], [-0.3, 0.0, 0.3], [0.5, -0.1, 0.1], [0.5, 0.4, -0.1], [0.5, -0.1, 0.5], [0.0, 0.1, -0.1], [0.0, 0.3, -0.2], [0.0, -0.1, -0.1], [0.2, -0.6, -0.5], [0.0, 0.1, 0.0]],
  "de_lowest_kcal_mol": 0.0,
  "total_charge": 0,
  "smiles": "CCCCn1c(SCC(=O)N2CCCCC2)nc2cc(S(N)(=O)=O)ccc21",
  "lumo_ha": 0.0199
}

{
  "formula": "C2H3N3O",
  "method": "ωB97M-V/def2-TZVPD",
  "symbols": ["C", "H", "H", "O", "N", "C", "N", "N", "H"],
  "xyz": [[0.845808, -0.364279, -0.081321], [2.297554, 0.565519, 0.254698], [-1.578547, 1.440820, 0.027552], [2.115467, -0.367222, 0.032969], [-0.063335, -1.303357, -0.137610], [-0.758685, 0.683020, -0.051837], [-1.210120, -0.627890, 0.128164], [0.426514, 0.896463, -0.100683], [-2.074655, -0.923075, -0.071931]],
  "atomic_forces_ev_per_a": [[-0.9, -1.3, -0.6], [0.5, -0.6, -0.3], [0.9, -0.4, -0.2], [4.2, -1.8, 0.4], [2.0, -2.2, 1.1], [-11.7, 1.6, 1.9], [5.8, 4.5, -0.7], [2.8, 1.8, -0.3], [-3.6, -1.7, -1.1]],
  "de_lowest_kcal_mol": 49.1,
  "total_charge": 0,
  "lumo_ha": 0.0335
}

{
  "formula": "C3H9OS",
  "method": "ωB97M-V/def2-TZVPD",
  "symbols": ["H", "C", "H", "H", "O", "H", "C", "H", "H", "H", "H", "H", "C", "S"],
  "xyz": [[1.613625, -2.885252, 0.428537], [-1.848323, 1.658903, -1.177288], [0.995373, 0.230695, 2.162462], [-0.813451, 1.252397, 0.411635], [-1.680832, 1.670451, 0.216996], [-1.178110, 2.408475, -1.599807], [0.286772, -0.214784, 1.481136], [2.863846, -1.643507, 0.636762], [2.285337, -2.154425, -1.055501], [-1.811554, 0.646388, -1.609621], [-0.733240, -0.444265, 1.742185], [-2.866068, 1.957932, -1.475884], [2.052346, -1.981872, 0.001505], [0.834283, -0.501137, -0.163112]],
  "atomic_forces_ev_per_a": [[-0.3, 0.2, 0.0], [-0.8, 0.0, 0.0], [-0.1, 0.2, 0.2], [0.0, -0.3, 0.6], [-0.6, 0.2, -0.3], [0.3, -0.4, -0.7], [0.3, 0.3, -1.5], [0.3, 0.0, -0.3], [0.7, -0.2, 0.2], [0.8, 0.2, 0.0], [0.1, -0.3, 0.2], [0.0, 0.3, 0.6], [-1.2, 0.7, -0.8], [0.5, -1.0, 1.8]],
  "de_lowest_kcal_mol": 69.8,
  "total_charge": -1,
  "lumo_ha": 0.1473
}

{
  "formula": "C6H6O",
  "method": "ωB97M-V/def2-TZVPD",
  "symbols": ["C", "O", "H", "C", "C", "H", "H", "H", "H", "C", "C", "H", "C"],
  "xyz": [[-2.627637, -1.558582, -0.051436], [0.994995, 1.586083, -0.644928], [-0.014559, 0.229315, 1.484508], [-1.653485, -0.846070, -0.054315], [-0.493446, -0.024417, -0.051870], [2.378692, 0.057938, -0.761098], [-0.958472, 1.750360, -1.290328], [2.467526, 1.082374, 0.691746], [-3.490845, -2.183152, -0.065975], [0.799362, -0.353868, 0.659015], [-0.254090, 1.079448, -0.808674], [1.064214, -1.385285, 0.878166], [1.787744, 0.565856, 0.015190]],
  "atomic_forces_ev_per_a": [[0.4, 0.3, 0.0], [0.3, 0.0, 0.0], [3.9, -1.6, 0.2], [-0.5, -0.1, 0.1], [0.3, -0.4, -3.9], [-0.1, -0.1, 0.2], [0.1, -0.3, -0.1], [0.0, -0.1, 0.0], [0.1, 0.1, 0.0], [-3.7, 1.8, 2.6], [-0.9, -0.4, 1.0], [-0.2, 0.3, 0.0], [0.3, 0.5, -0.2]],
  "de_lowest_kcal_mol": 98.8,
  "total_charge": 0,
  "smiles": "C#CC1=COCC1",
  "lumo_ha": 0.0356
}

For the records above, the corresponding electronic energy values read -362.01292, -8784.41424, -1942.67033, -317.45407, -593.06165, -307.30598 Ha.